The molecule C6H8BrN in a non-equilibrium geometry. Source: the Open Molecules 2025 dataset; level of theory: the ωB97M-V functional and the def2-TZVPD basis.

Each atom is followed by the atoms it is bonded to, with distances in Å.
Positions of all 16 atoms, in Å:
1 Br -0.083 0.789 -2.522  C6 1.897
2 H -2.880 -1.180 -0.842  C13 1.069
3 H -0.149 2.375 1.370  C14 1.123
4 H 3.576 -0.887 1.717  C7 1.214
5 H -2.186 0.830 0.622  C11 1.024
6 C -1.321 0.256 -1.187  Br1 1.897, C11 1.534, C13 1.317
7 C 2.779 -0.816 0.804  H4 1.214, H8 1.026, H9 1.106, C16 1.455
8 H 2.431 -1.761 0.609  C7 1.026
9 H 3.131 -0.154 -0.009  C7 1.106
10 H -1.772 -1.473 -2.333  C13 1.167
11 C -1.461 1.210 0.007  H5 1.024, C6 1.534, H12 1.224, C14 1.475
12 H -2.047 2.198 -0.417  C11 1.224
13 C -2.064 -0.806 -1.422  H2 1.069, C6 1.317, H10 1.167
14 C -0.189 1.468 0.708  H3 1.123, C11 1.475, N15 1.297
15 N 0.783 0.610 0.742  C14 1.297, C16 1.189
16 C 1.551 -0.158 1.225  C7 1.455, N15 1.189

Values from the calculation:
- HOMO energy: -7.0 eV
- ΔE to the lowest compared entry with this formula, charge and spin: 3.165 eV
- Molecular weight: 174.0 g mol⁻¹
- Orbital gap: 7.674 eV